Record 1
C5H10O2 | ωB97M-V/def2-TZVPD

Structure (XYZ):
```
17
Properties=species:S:1:pos:R:3:forces:R:3:lowdin_charge:R:1
C 1.3172 -2.0582 0.2798 0.03 -0.01 0.02 -0.102
C -0.0326 -1.4045 -0.0096 -0.09 0.00 -0.01 -0.216
C 0.0749 0.1124 -0.0732 -0.20 -0.13 0.22 -0.430
O 0.9444 0.4270 -1.1408 0.13 0.20 -0.04 -0.031
C -1.2725 0.8151 -0.2735 0.10 0.02 0.01 -0.108
C -1.1054 2.3158 -0.3208 0.28 0.12 -0.01 -0.223
O -0.0284 2.8723 -0.3730 -0.49 -0.15 0.06 0.043
H 1.2332 -3.1498 0.2859 0.02 0.16 0.00 0.070
H 2.0486 -1.7680 -0.4794 -0.11 -0.07 0.11 0.072
H 1.7049 -1.7440 1.2566 -0.07 -0.04 -0.14 0.076
H -0.4184 -1.7582 -0.9745 0.02 0.04 0.11 0.119
H -0.7657 -1.6865 0.7576 0.09 0.07 -0.10 0.114
H 0.4962 0.4769 0.8801 0.01 -0.06 -0.14 0.153
H 1.0822 1.3851 -1.0859 0.07 -0.15 -0.09 0.076
H -1.9939 0.5679 0.5189 0.13 0.06 -0.09 0.127
H -1.7335 0.4961 -1.2209 0.07 0.07 0.11 0.137
H -2.0271 2.9304 -0.3060 0.02 -0.11 -0.02 0.123
```
Positions in Å, forces in eV/Å.

Computed properties:
SMILES: CC[C@@H](O)CC=O
electronic energy: -346.9826 hartree
relative energy (zero: lowest compared OMol25 entry of this formula, charge and spin): 112.3 kJ/mol
E_LUMO: 0.94 eV
charge: 0

---

Record 2
C5H13Br2N3O6 | ωB97M-V/def2-TZVPD

Structure (XYZ):
```
29
Properties=species:S:1:pos:R:3:forces:R:3:lowdin_charge:R:1
C -0.3106 -1.4548 1.8959 -0.81 -0.11 0.19 0.047
N -0.0948 -0.8472 3.2358 0.16 -0.24 -0.38 -0.433
O 0.3613 -1.5563 4.0987 0.11 -0.01 0.33 0.087
O -0.3804 0.3272 3.3544 -0.15 -0.02 0.45 0.044
H -0.3555 -2.5275 2.0342 0.01 -0.07 -0.03 0.103
H 0.4958 -1.1688 1.2284 -0.23 0.15 0.45 0.038
H -1.2602 -1.0501 1.5549 0.04 -0.10 -0.16 0.101
C 2.6096 -2.3287 -1.4339 0.06 0.20 -0.54 0.067
N 1.7079 -1.3606 -0.7608 0.10 -0.09 -0.03 -0.418
O 0.6849 -1.0579 -1.3389 0.01 0.03 0.09 0.074
O 2.0431 -0.9206 0.3229 0.57 0.01 -0.40 0.038
H 3.2482 -2.8218 -0.7152 -0.12 -0.02 0.20 0.101
H 3.2177 -1.7422 -2.1232 -0.01 0.02 0.07 0.110
H 1.9796 -2.9907 -2.0171 0.04 -0.14 0.11 0.102
C 0.6688 1.7729 0.9937 -0.07 0.53 -0.21 0.019
N 0.7387 3.2230 1.3468 -0.07 -0.09 -0.11 -0.440
O 1.6735 3.5629 2.0396 0.01 0.07 0.07 0.066
O -0.1096 3.9664 0.8972 0.00 -0.01 0.07 0.047
H -0.2301 1.6192 0.4096 -0.04 0.00 -0.01 0.054
H 0.6475 1.2158 1.9220 0.26 0.15 -0.21 0.059
H 1.5516 1.5992 0.3918 0.11 -0.23 0.07 0.093
Br -3.7318 -1.2800 -2.0658 0.20 0.14 0.05 0.585
C -2.7908 0.4022 -1.6000 -0.74 -0.77 -0.12 -0.678
C -1.8830 0.7606 -2.7288 0.19 0.01 0.08 -0.708
Br -1.1141 2.5026 -2.3367 0.04 0.06 -0.08 0.678
H -2.2814 0.1652 -0.6761 0.11 0.26 0.10 0.031
H -3.6036 1.1040 -1.4678 0.13 0.20 0.18 0.050
H -2.4270 0.8210 -3.6636 0.08 0.11 -0.08 0.053
H -1.0554 0.0651 -2.7981 0.02 -0.03 -0.14 0.030
```
Positions in Å, forces in eV/Å.

Computed properties:
SMILES: C[N+](=O)[O-].C[N+](=O)[O-].C[N+](=O)[O-].BrCCBr
electronic energy: -5961.7521 hartree
relative energy (zero: lowest compared OMol25 entry of this formula, charge and spin): 0.0 kJ/mol
E_LUMO: -0.90 eV
charge: 0

---

Record 3
C46H37N5O8RbS2Sb2 | ωB97M-V/def2-TZVPD

Structure (XYZ):
```
101
Properties=species:S:1:pos:R:3:forces:R:3:lowdin_charge:R:1
Rb 1.5248 0.1542 -0.8874 0.84 -1.47 0.46 1.093
O 4.8710 -0.2823 2.3626 0.00 0.14 -0.03 0.114
C 3.5836 -0.0430 2.0404 0.07 -0.01 0.06 -0.477
O 2.7336 -0.8850 2.1372 0.02 -0.15 -0.10 0.054
C 3.3211 1.3591 1.5703 -0.17 -0.35 0.28 -0.226
C 4.2964 2.3349 1.4955 0.18 0.01 0.06 -0.010
C 3.9216 3.5690 0.9928 -0.05 0.19 -0.06 -0.035
C 2.6154 3.7650 0.5744 0.06 0.32 0.01 0.043
C 1.7016 2.7323 0.7275 0.32 0.15 0.36 -0.217
N 2.0539 1.5626 1.2399 0.35 0.38 0.38 0.004
C 0.2718 2.8438 0.3070 0.07 0.62 -0.68 -0.540
O -0.0359 3.9203 -0.4362 0.35 0.27 -0.24 0.064
O -0.5271 1.9954 0.5507 -0.43 -0.59 1.23 -0.002
H 4.9037 -1.2114 2.6376 0.01 0.06 -0.02 0.133
H 5.3109 2.1222 1.8038 -0.03 0.01 0.00 0.123
H 4.6488 4.3662 0.9101 -0.01 0.02 -0.02 0.113
H 2.2851 4.6976 0.1395 0.03 -0.01 -0.01 0.129
H 0.1953 3.6104 -1.3596 -0.02 -0.04 0.01 0.110
S 6.3903 -3.9006 -5.6815 0.18 -0.19 -0.30 0.992
N 5.1234 -4.3895 -4.8120 -0.01 -0.06 -0.04 -0.218
C 4.8498 -3.4130 -3.9705 -0.26 0.18 0.27 -0.299
C 3.7844 -3.4168 -2.9763 0.15 -0.17 -0.30 -0.083
C 2.8510 -4.4510 -2.8872 0.09 -0.02 -0.10 0.010
C 1.8973 -4.4073 -1.9005 0.01 -0.05 -0.02 -0.026
C 1.9309 -3.3377 -1.0101 0.14 0.12 0.20 -0.112
N 2.7934 -2.3381 -1.0978 0.23 -0.19 -0.09 0.044
C 3.6971 -2.3454 -2.0877 0.01 0.19 0.19 -0.143
C 4.5921 -1.1592 -2.2362 -0.13 0.01 0.26 -0.131
N 4.4214 -0.1201 -1.3998 0.09 -0.12 -0.11 0.091
C 5.1578 0.9641 -1.5852 -0.09 -0.15 0.07 -0.101
C 6.1144 1.0950 -2.5870 0.05 0.08 0.00 -0.028
C 6.3239 0.0266 -3.4199 0.08 -0.09 -0.12 0.007
C 5.5588 -1.1239 -3.2430 0.07 -0.28 -0.29 -0.082
C 5.7218 -2.2967 -4.0951 -0.22 0.25 0.29 -0.299
N 6.6401 -2.4480 -5.0281 0.04 0.03 -0.03 -0.220
H 2.8970 -5.2618 -3.6033 0.00 0.01 0.03 0.119
H 1.1453 -5.1774 -1.8021 0.00 0.00 0.00 0.111
H 1.2394 -3.2934 -0.1725 -0.05 0.05 -0.10 0.114
H 4.9813 1.7817 -0.8986 -0.05 0.04 -0.01 0.095
H 6.6661 2.0187 -2.6983 -0.02 -0.02 0.01 0.110
H 7.0536 0.0542 -4.2192 0.00 0.01 0.02 0.119
C -2.3254 -1.3229 -0.3309 -0.43 0.73 0.12 -0.338
C -2.0410 -1.0308 1.1482 0.27 -0.32 -0.24 -0.386
C -0.5269 -1.0649 1.4607 -0.32 0.42 -0.18 -0.380
Sb 0.0109 0.2020 3.1548 -0.34 -0.23 0.29 1.556
C -0.2604 -1.3924 4.6117 0.10 -0.07 0.05 -0.371
C 0.4032 -2.6076 4.4131 -0.06 0.04 0.05 -0.143
C 0.3260 -3.6358 5.3466 -0.03 0.07 -0.01 -0.105
C -0.4117 -3.4642 6.5116 0.02 0.04 -0.04 -0.115
C -1.0547 -2.2549 6.7400 0.02 0.03 -0.05 -0.103
C -0.9724 -1.2290 5.8030 0.08 -0.08 -0.05 -0.141
C -1.9063 1.1196 3.5491 -0.04 0.09 -0.07 -0.390
C -1.9788 2.5071 3.4109 -0.05 -0.08 0.02 -0.142
C -3.1779 3.1896 3.5912 0.02 -0.07 0.01 -0.089
C -4.3259 2.4887 3.9293 0.06 -0.03 -0.01 -0.107
C -4.2721 1.1072 4.0770 0.06 0.03 0.00 -0.090
C -3.0746 0.4309 3.8826 0.02 0.08 0.04 -0.147
Sb -1.8302 0.5865 -1.5636 -0.93 -1.35 0.91 1.600
C -3.0307 -0.3358 -3.1048 0.01 0.11 -0.14 -0.311
C -4.0013 0.3986 -3.7862 0.06 -0.08 -0.05 -0.114
C -4.8495 -0.2068 -4.7060 0.02 -0.03 0.01 -0.105
C -4.7428 -1.5677 -4.9642 0.03 0.00 0.03 -0.124
C -3.7640 -2.3092 -4.3146 0.01 0.05 0.02 -0.110
C -2.9175 -1.6945 -3.3977 0.01 0.06 -0.11 -0.132
C -3.4336 1.9063 -0.9259 -0.27 -0.23 0.28 -0.322
C -4.4735 1.4689 -0.0976 0.04 0.10 -0.08 -0.117
C -5.3951 2.3656 0.4360 0.06 -0.03 -0.05 -0.113
C -5.2909 3.7197 0.1451 0.05 -0.01 -0.02 -0.120
C -4.2686 4.1688 -0.6843 -0.02 -0.03 0.02 -0.099
C -3.3454 3.2712 -1.2102 -0.04 -0.13 0.02 -0.124
H -3.3814 -1.5433 -0.5322 0.13 -0.22 0.18 0.035
H -1.7049 -2.1456 -0.7061 -0.08 0.04 -0.03 0.032
H -2.5386 -1.7474 1.8160 0.00 0.05 0.03 0.097
H -2.4522 -0.0504 1.3967 0.02 -0.03 -0.01 0.050
H 0.0426 -0.7174 0.5849 -0.65 -0.28 0.91 -0.072
H -0.1958 -2.0811 1.6903 0.01 0.04 0.02 0.041
H 1.0006 -2.7526 3.5172 -0.04 -0.02 0.02 0.081
H 0.8407 -4.5725 5.1646 0.00 0.02 0.00 0.094
H -0.4798 -4.2649 7.2384 0.00 0.01 -0.01 0.092
H -1.6266 -2.1092 7.6502 0.02 0.01 -0.03 0.095
H -1.4769 -0.2910 6.0033 -0.03 0.00 -0.01 0.088
H -1.0885 3.0681 3.1409 -0.05 -0.03 0.00 0.083
H -3.2179 4.2632 3.4492 0.01 -0.03 0.01 0.100
H -5.2636 3.0144 4.0645 0.01 -0.01 -0.02 0.097
H -5.1689 0.5536 4.3288 0.00 0.00 0.00 0.097
H -3.0540 -0.6479 3.9849 0.00 0.01 -0.01 0.095
H -4.0899 1.4620 -3.5996 -0.04 0.02 0.01 0.094
H -5.5968 0.3844 -5.2241 0.00 0.00 0.02 0.091
H -5.4166 -2.0464 -5.6663 0.03 0.01 -0.01 0.086
H -3.6633 -3.3704 -4.5192 0.01 0.03 0.00 0.089
H -2.1475 -2.2841 -2.9131 -0.05 -0.02 0.01 0.085
H -4.5699 0.4110 0.1365 0.01 0.08 -0.01 0.090
H -6.1905 2.0077 1.0825 0.04 0.01 -0.02 0.093
H -5.9976 4.4238 0.5704 0.00 0.00 -0.03 0.088
H -4.1855 5.2262 -0.9139 0.00 -0.03 0.00 0.093
H -2.5446 3.6265 -1.8500 -0.01 0.01 0.03 0.088
O 0.9759 1.8842 -4.5795 0.24 -0.03 0.25 -0.337
S 0.3476 1.5377 -3.3221 -1.02 0.66 -1.33 0.200
O 1.0261 2.2052 -2.1518 0.04 1.00 -0.61 -0.583
O 0.3362 0.0700 -3.0599 0.37 0.11 -1.21 -0.647
O -1.0939 2.0002 -3.3001 0.65 0.35 -0.46 -0.496
```
Positions in Å, forces in eV/Å.

Computed properties:
electronic energy: -3951.8810 hartree
E_LUMO: 0.98 eV
charge: -1